# C17H24BeF6O11Zn

A structure of composition C17H24BeF6O11Zn at a distorted geometry (ωB97M-V/def2-TZVPD, the Open Molecules 2025 dataset).

Computed properties:
net charge: +3
Kohn-Sham gap (spin up / spin down): 5.141 / 3.264 eV
HOMO level (spin up / spin down): -17.0 / -17.0 eV
max |F|: 0.133 hartree/bohr
spin multiplicity: 2

Geometry as XYZ:
```
60
Properties=species:S:1:pos:R:3:lowdin_spin:R:1
Zn 7.24 -1.59 -0.49 -0.02
Be 8.96 -5.36 -1.37 -0.83
C 5.11 0.10 -0.42 0.00
O 5.21 -1.15 -1.07 0.00
O 6.37 0.14 0.26 0.00
C 4.50 1.32 -1.36 0.00
F 4.73 1.17 -2.67 0.00
F 3.13 1.41 -1.26 0.00
F 4.99 2.51 -1.05 0.00
C 3.91 -1.81 -1.26 0.00
C 4.16 -3.28 -1.82 0.00
H 4.78 -3.86 -1.14 0.00
H 3.16 -3.71 -1.87 0.00
H 4.64 -3.19 -2.79 0.00
H 3.24 -1.28 -1.94 0.00
H 3.53 -1.79 -0.24 0.00
H 4.41 0.00 0.41 0.00
O 6.61 -4.50 2.58 -0.01
C 6.96 -4.10 1.39 -0.01
O 6.53 -3.02 0.86 0.00
O 7.79 -4.79 0.75 -0.14
H 7.05 -5.35 2.66 0.00
O 6.21 -8.83 3.96 0.72
C 6.83 -9.41 3.07 0.08
O 6.52 -10.56 2.45 0.04
C 7.27 -10.78 1.35 0.00
C 8.09 -9.43 1.10 0.03
C 8.17 -8.88 2.49 0.11
H 6.81 -11.24 0.47 0.00
H 7.86 -11.58 1.78 0.00
H 7.59 -8.64 0.55 0.00
H 9.09 -9.57 0.66 0.01
H 8.18 -7.79 2.44 0.00
H 8.95 -9.29 3.13 0.00
O 5.09 0.38 5.16 0.77
C 6.07 -0.32 5.01 0.09
O 6.37 -1.19 5.89 0.04
C 7.50 -1.91 5.42 0.00
C 8.18 -1.05 4.38 0.02
C 6.97 -0.33 3.92 0.06
H 7.19 -2.86 4.98 0.00
H 8.21 -2.07 6.23 0.00
H 8.70 -1.54 3.55 0.01
H 8.83 -0.34 4.88 0.00
H 6.41 -0.78 3.10 0.00
H 7.12 0.72 3.65 0.00
C 4.36 -5.38 4.75 0.00
C 3.75 -5.08 6.18 0.00
O 3.95 -6.24 7.02 0.00
C 5.09 -6.41 7.75 0.00
O 6.07 -5.63 7.85 0.00
C 5.01 -7.77 8.40 0.00
F 6.03 -7.94 9.20 0.00
F 3.84 -7.79 9.15 0.00
F 4.83 -8.63 7.37 0.00
H 4.14 -4.53 4.11 0.00
H 3.97 -6.30 4.31 0.00
H 5.44 -5.44 4.79 0.00
H 2.66 -5.00 6.13 0.00
H 4.11 -4.15 6.61 0.00
```



# C17H24BrNO4

An isolated molecule of C17H24BrNO4 (ωB97M-V/def2-TZVPD, the Open Molecules 2025 dataset).

Computed properties:
Kohn-Sham gap: 10.114 eV
HOMO level: -9.5 eV
max |F|: 0.010 hartree/bohr

Geometry as XYZ:
```
47
Properties=species:S:1:pos:R:3:mulliken_charge:R:1
O -0.52 -2.88 0.51 -0.68
C 0.49 -3.29 -0.02 1.08
C 1.71 -2.36 -0.20 -0.90
O 1.35 -1.08 0.29 -0.37
C 0.48 -0.41 -0.48 -1.27
O 0.21 -0.74 -1.61 -0.67
C -0.11 0.79 0.22 2.81
C 0.49 1.05 1.60 -1.42
C -0.21 2.25 2.24 0.30
C -1.70 1.96 2.39 -1.41
C -2.30 1.70 1.01 0.35
C -2.11 2.94 0.13 -1.39
C -0.62 3.21 0.00 0.60
Br -0.36 4.82 -1.14 -0.11
C -0.01 3.49 1.37 -1.41
C 0.08 2.03 -0.66 -1.55
C -1.62 0.50 0.36 -1.49
N 0.61 -4.54 -0.50 0.10
C 1.80 -5.16 -1.03 -0.73
C 2.39 -6.10 0.05 -0.43
O 1.40 -6.51 0.96 -0.42
C 0.18 -6.79 0.33 -0.38
C -0.45 -5.50 -0.23 -0.81
H 1.98 -2.29 -1.26 0.42
H 2.55 -2.70 0.41 0.37
H 0.36 0.16 2.23 0.46
H 1.56 1.23 1.51 0.48
H 0.23 2.44 3.23 0.24
H -1.85 1.08 3.03 0.52
H -2.20 2.81 2.87 0.51
H -3.38 1.50 1.11 0.26
H -2.61 3.80 0.58 0.55
H -2.55 2.77 -0.86 0.54
H 1.05 3.71 1.26 0.52
H -0.49 4.35 1.82 0.55
H -0.34 1.84 -1.65 0.51
H 1.14 2.25 -0.78 0.57
H -2.04 0.31 -0.62 0.52
H -1.76 -0.39 0.97 0.52
H 2.54 -4.42 -1.33 0.35
H 1.51 -5.74 -1.91 0.32
H 2.85 -6.97 -0.44 0.32
H 3.15 -5.59 0.65 0.31
H 0.33 -7.53 -0.47 0.28
H -0.46 -7.23 1.09 0.33
H -1.12 -5.04 0.49 0.38
H -1.01 -5.71 -1.15 0.37
```



# C17H24ClNO2

An isolated molecule of C17H24ClNO2 (ωB97M-V/def2-TZVPD, the Open Molecules 2025 dataset).

Computed properties:
Kohn-Sham gap: 9.576 eV
HOMO level: -8.7 eV
max |F|: 0.011 hartree/bohr

Geometry as XYZ:
```
45
Properties=species:S:1:pos:R:3:mulliken_charge:R:1
C -2.25 3.04 4.56 -1.12
C -2.68 2.45 3.22 -0.28
O -2.41 1.05 3.16 -0.27
C -1.17 0.68 2.82 0.20
O -0.29 1.46 2.57 -0.60
C -1.05 -0.84 2.82 0.54
C 0.35 -1.29 2.44 -1.35
C 0.65 -0.99 0.97 -0.75
C -0.39 -1.62 0.05 0.38
C -0.09 -1.34 -1.43 -1.05
N -0.30 0.05 -1.76 -0.09
C -0.02 0.38 -3.15 -1.42
C 1.43 0.21 -3.52 0.53
C 1.87 -0.90 -4.23 -0.19
C 3.22 -1.08 -4.50 -0.70
C 4.13 -0.15 -4.05 0.38
Cl 5.82 -0.37 -4.38 -0.22
C 3.72 0.97 -3.34 -0.75
C 2.37 1.13 -3.07 -0.19
C -1.78 -1.14 0.43 -0.74
C -2.09 -1.47 1.89 -1.32
H -2.74 2.51 5.38 0.30
H -1.17 2.95 4.68 0.31
H -2.52 4.09 4.60 0.37
H -3.76 2.54 3.08 0.34
H -2.15 2.95 2.40 0.32
H -1.27 -1.15 3.85 0.40
H 1.09 -0.78 3.07 0.42
H 0.44 -2.37 2.61 0.49
H 1.65 -1.36 0.72 0.34
H 0.66 0.10 0.84 0.32
H -0.34 -2.71 0.19 0.26
H -0.78 -1.93 -2.05 0.40
H 0.94 -1.68 -1.66 0.39
H 0.27 0.64 -1.16 0.18
H -0.33 1.42 -3.31 0.44
H -0.65 -0.27 -3.78 0.46
H 1.16 -1.62 -4.59 0.36
H 3.55 -1.94 -5.06 0.41
H 4.44 1.69 -2.99 0.41
H 2.04 2.00 -2.52 0.41
H -1.84 -0.06 0.27 0.27
H -2.53 -1.61 -0.22 0.43
H -3.09 -1.10 2.15 0.51
H -2.08 -2.55 2.03 0.49
```